(1)
A structure of composition C20H37AlBr2FNNaNbO11P in a non-equilibrium geometry. Source: the OMol25 dataset; level of theory: ωB97M-V with the def2-TZVPD basis set.

Structure (XYZ):
```
76
Properties=species:S:1:pos:R:3:lowdin_charge:R:1
O 5.036 -2.886 1.347 -0.119
C 5.410 -1.642 1.978 -0.296
C 6.139 -0.670 0.992 -0.172
C 5.453 -0.524 -0.420 -0.484
C 4.647 0.814 -0.604 -0.342
Nb 2.709 0.652 0.570 1.180
C 2.217 2.871 0.212 -0.366
C 0.610 3.088 0.370 -0.312
C -0.006 4.272 -0.502 -0.267
N -1.420 4.623 -0.292 -0.079
C -2.145 3.749 0.642 -0.182
C -2.524 2.348 0.025 -0.131
C -2.293 2.116 -1.393 -0.021
C -2.618 0.772 -1.903 -0.053
C -3.124 -0.251 -1.001 -0.055
C -3.358 0.034 0.409 0.011
C -3.049 1.356 0.949 -0.259
O -3.229 1.645 2.309 -0.003
P 0.716 0.266 2.140 0.312
O 1.107 0.681 3.739 -0.480
Br 0.258 -1.981 2.048 0.071
H 4.254 -3.249 1.793 0.083
H 4.474 -1.202 2.422 0.063
H 6.069 -1.886 2.864 0.122
H 7.184 -1.075 0.876 0.121
H 6.222 0.317 1.531 0.115
H 6.243 -0.600 -1.202 0.045
H 4.685 -1.441 -0.638 -0.048
H 5.270 1.602 -0.096 0.081
H 4.496 1.015 -1.721 0.001
H 3.686 1.039 2.088 -0.081
H 3.047 -1.150 0.732 -0.092
H 1.726 0.230 -0.932 -0.089
H 2.823 3.559 0.854 0.044
H 2.430 3.000 -0.904 -0.009
H 0.387 3.188 1.462 0.090
H 0.155 2.139 -0.033 0.042
H 0.098 3.944 -1.618 0.076
H 0.687 5.207 -0.400 0.126
H -1.421 5.553 0.143 0.105
H -3.146 4.245 0.829 0.138
H -1.692 3.650 1.666 0.118
H -1.883 2.917 -2.043 0.098
H -2.428 0.546 -2.973 0.093
H -3.347 -1.286 -1.339 0.067
H -3.754 -0.729 1.117 0.091
H -4.187 1.741 2.441 0.115
H 0.632 0.021 4.287 0.021
O 0.082 7.679 -1.514 -0.049
H -0.426 6.876 -1.350 -0.002
H 0.129 8.105 -0.650 0.048
C -4.860 -4.886 2.831 -0.183
C -4.060 -3.675 3.227 -0.293
O -4.372 -2.747 2.217 0.137
C -5.632 -3.066 1.793 -0.500
O -6.322 -2.362 1.152 0.243
O -5.992 -4.328 2.219 0.096
F -2.732 -3.938 3.182 0.061
H -4.312 -5.524 2.085 -0.162
H -5.143 -5.503 3.688 0.153
H -4.324 -3.263 4.205 0.194
Al -3.574 -7.046 1.922 1.202
C -1.097 -3.103 -4.047 -0.107
C -1.814 -4.389 -4.349 -0.118
O -2.423 -4.711 -3.098 0.061
C -2.556 -3.551 -2.405 -0.555
O -3.179 -3.441 -1.389 0.122
O -1.895 -2.536 -3.008 0.060
H -1.049 -2.438 -4.908 0.140
H -0.086 -3.264 -3.667 0.142
H -2.595 -4.267 -5.102 0.137
H -1.137 -5.181 -4.667 0.137
Br 4.607 -1.687 -2.524 0.450
O 4.383 2.228 -3.246 -0.427
H 5.138 2.795 -3.077 -0.120
Na 1.790 4.312 -2.271 0.642
```

Values from the calculation:
Kohn-Sham gap   3.10 eV
Molar mass   820.170 g mol⁻¹
Net charge   +1
LUMO   -5.56 eV
Highest occupied orbital energy   -8.665 eV


(2)
A cluster of 2 separate species, C5H9O2S in total in a non-equilibrium geometry. Source: the OMol25 dataset; level of theory: ωB97M-V with the def2-TZVPD basis set.

Structure (XYZ):
```
17
Properties=species:S:1:pos:R:3:lowdin_charge:R:1
O -2.305 0.664 -2.685 -0.013
C -1.511 -0.152 -2.229 -0.699
O -0.803 -0.994 -2.760 0.001
C -1.475 -0.168 -0.528 -0.140
C 0.187 0.031 -0.202 -0.024
C -0.781 0.646 0.649 -0.164
S 1.785 0.655 2.398 0.138
C 2.503 -0.990 2.108 -0.716
H -2.467 0.285 -0.539 0.147
H -1.728 -1.212 -0.323 0.124
H 0.616 -0.924 0.049 0.089
H 0.568 0.404 -1.141 0.118
H -0.968 0.323 1.663 0.078
H -1.020 1.702 0.630 0.118
H 3.581 -0.958 1.887 -0.012
H 2.063 -1.602 1.310 -0.023
H 2.446 -1.579 3.026 -0.023
```

Values from the calculation:
Kohn-Sham gap   6.35 eV
Molar mass   133.192 g mol⁻¹
Net charge   -1
LUMO   3.26 eV
Highest occupied orbital energy   -3.090 eV
Energy above the lowest of the compared OMol25 structures with the same formula, charge and spin   382.2 kJ/mol